C5H9N in the gas phase in a non-equilibrium geometry, computed with ωB97M-V/def2-TZVPD.

Properties
Lowest unoccupied orbital energy: 0.033 Ha
E_HOMO: -0.4216 Eh

Structure (ORCA input):
```
! RIJCOSX wB97M-V def2-TZVPD def2/J DEFGRID3
* xyz 0 1
C 0.0865 -2.1439 -0.1164
C 0.0116 -0.7906 -0.8105
C 0.2350 0.2692 0.2664
C -0.1390 1.7128 -0.1134
C -0.3347 2.5349 1.0866
N -0.4943 3.1464 2.0554
H -0.4587 -2.0879 0.8363
H -0.3120 -2.9482 -0.7393
H 1.1304 -2.3738 0.1227
H -0.9650 -0.6366 -1.2910
H 0.7650 -0.7820 -1.6059
H -0.3640 -0.0706 1.1258
H 1.2751 0.2405 0.6117
H -1.0673 1.7404 -0.6972
H 0.6315 2.1895 -0.7311
*
```

Atomic partial charges in e from the Mulliken method, atoms 1 to 2:
1 C -1.20
2 C -0.30